1.
Below is C20H17NO3S in the gas phase in a non-equilibrium geometry, with properties calculated with ωB97M-V with the def2-TZVPD basis set.

Cartesian coordinates (Å):
S: 0.95784 -2.22256 -0.20937
O: 2.85876 1.65199 0.73382
O: 0.62087 1.78417 0.25913
O: -2.61104 1.25839 -2.51094
N: -0.69426 -0.08584 -2.05899
C: -1.05609 -3.74372 -1.26416
C: 0.63320 0.49128 -0.28204
C: -2.31400 -1.73932 -2.67953
C: -2.82712 -3.03627 -2.78771
C: -1.43826 1.04787 -2.36502
C: 0.66605 0.33216 -1.77756
C: -0.47615 2.24713 -2.67275
C: 1.74715 3.58637 1.44523
C: -0.51262 -2.43376 -1.20494
C: -0.31637 0.37714 2.65140
C: -1.18136 -1.38365 -1.92234
C: 0.67663 -0.63328 0.54541
C: 0.57814 -0.52695 2.02750
C: 0.92814 1.63515 -2.57650
C: -0.35988 0.53024 4.05577
C: 0.46022 -0.22192 4.88208
C: 1.38503 -1.11287 4.30048
C: 1.78990 2.22740 0.77927
C: -2.20326 -4.05077 -2.02574
C: 1.42015 -1.24434 2.89510
H: -0.59217 -4.53174 -0.68103
H: 2.16886 -1.91753 2.42801
H: -1.07836 1.22108 4.48961
H: 0.38228 -0.13660 5.95682
H: -2.75339 -1.02334 -3.34189
H: 1.27363 1.38505 -3.56231
H: -3.68163 -3.19080 -3.41009
H: 2.09641 -1.69474 4.89425
H: -0.67453 3.06540 -1.95375
H: -0.98989 0.94278 2.04029
H: 2.77445 3.88179 1.70401
H: -2.48540 -5.09088 -2.06164
H: 1.42370 -0.44255 -2.10237
H: 1.14933 3.44631 2.34198
H: -0.69583 2.68330 -3.69316
H: 1.28381 4.39495 0.82779
H: 1.66703 2.27346 -2.11412

Computed properties:
**SMILES string**: CC(=O)OC1=C(c2ccccc2)Sc2ccccc2N2C(=O)CC[C@@H]12
**Energy above the lowest of the compared OMol25 structures with the same formula, charge and spin**: 26.4 kcal/mol
**Electronic energy**: -1450.9832 a.u.
**2S+1**: 1
**Frontier orbital gap**: 8.46 eV


2.
Below is a molecular structure, C20H18BiN5OS in a non-equilibrium geometry, with properties calculated with ωB97M-V with the def2-TZVPD basis set.

Cartesian coordinates (Å):
Bi: -0.81931 1.02241 -0.40491
S: -0.47789 1.88283 -3.87034
O: -1.21930 1.80714 -2.48117
N: 2.58784 0.31961 1.47004
N: -1.21693 -2.58235 0.83235
N: 1.07588 2.07812 0.87455
N: 0.50106 -0.80264 0.74970
N: -2.53750 -0.86022 -0.07623
C: 1.09348 -2.88674 1.56334
C: -4.83237 -1.34785 -0.46651
C: 2.21236 -1.99791 1.73783
C: -3.37817 -3.15447 0.23086
C: 3.47958 -3.76048 2.70558
C: 2.41612 -4.63968 2.41513
C: -1.83417 1.94460 -5.03854
C: -2.32997 -2.17674 0.27811
C: 3.27585 2.53103 1.77025
C: 1.74626 -0.66997 1.33020
C: -0.02722 -2.09495 0.99105
C: -4.64210 -2.67022 -0.07487
C: -3.73518 -0.49462 -0.48441
C: 1.24962 -4.20999 1.82282
C: 2.95525 3.82826 1.99759
C: 2.28807 1.60678 1.36080
C: 1.63560 4.24578 1.80185
C: 0.05872 3.53577 -3.81822
C: 0.76034 3.39490 1.09109
C: 3.36023 -2.42479 2.41276
H: 2.55169 -5.68647 2.61836
H: 3.76871 4.54263 2.33797
H: -2.74953 1.66551 -4.47151
H: -3.17128 -4.13925 0.58935
H: -1.97131 2.89567 -5.53328
H: 0.42038 -4.87946 1.61412
H: 4.13900 -1.68833 2.65918
H: 4.32076 -4.16601 3.33117
H: 0.41424 3.79724 -4.80919
H: 1.31059 5.23001 2.13138
H: -0.76305 4.14178 -3.50195
H: -3.83041 0.50425 -0.91307
H: -5.49709 -3.35611 -0.01907
H: -5.85900 -0.98803 -0.52747
H: -0.25303 3.74232 0.78578
H: -1.57839 1.20847 -5.79903
H: 0.84950 3.61798 -3.08888
H: 4.25206 2.13417 1.87547

Computed properties:
**Electronic energy**: -1734.1277 a.u.
**2S+1**: 1
**Total charge**: +2
**Frontier orbital gap (spin up / spin down)**: 4.80 / 4.81 eV


3.
Below is a molecular structure, C20H18BrF32IO9P2 in a non-equilibrium geometry, with properties calculated with ωB97M-V with the def2-TZVPD basis set.

Cartesian coordinates (Å):
I: -2.05892 -3.82893 -7.53511
Br: -6.87541 -1.93558 -8.18035
P: -4.58893 -0.67462 -6.91134
P: -2.02925 -1.49838 -6.68400
F: 5.34790 -0.48758 -5.01088
F: -1.05726 0.87802 4.30470
F: -1.11358 1.56086 7.92964
F: 4.75173 -0.25402 9.45280
F: 2.94516 -0.34419 -6.50366
F: -4.48100 3.85464 3.10062
F: -3.09798 -3.31352 -3.51848
F: 0.39401 3.65886 8.64018
F: -4.42623 1.75129 2.61958
F: 2.23688 2.57656 8.21546
F: 6.51816 2.71530 -7.05205
F: 1.28576 -1.63219 0.62438
F: -2.02699 -0.59188 -1.57611
F: 2.15584 -2.61124 -1.73000
F: 2.89674 0.71289 10.07441
F: 4.56142 3.97976 -5.61946
F: 5.27336 2.16522 -4.69276
F: -5.51090 2.25588 5.06761
F: -3.29924 -0.55415 3.34647
F: -3.56934 1.28651 5.30051
F: -0.06670 0.45363 2.41132
F: 0.67790 -1.02500 -1.94462
F: 1.87243 -0.86214 -4.68034
F: -1.41845 -1.65027 3.39824
F: -0.77056 -2.19248 0.17904
F: 3.20137 0.26343 7.27342
F: -4.03984 -1.41530 -1.78965
F: 5.22617 0.97112 -7.28112
F: -2.24180 -3.45690 -1.55989
F: 4.11365 -2.28433 -5.02207
F: 3.35005 -1.84357 7.72455
F: 0.22920 1.13635 9.58894
O: -3.19022 -0.74949 -7.66058
O: 1.48235 -0.82651 8.20776
O: -2.55442 2.83569 3.19933
O: -1.03015 -2.63947 -3.26139
O: 3.27606 2.21983 -5.70590
O: -0.66197 -0.78581 -7.12818
O: -5.34701 0.48580 -7.62491
O: -4.46172 -0.41720 -5.50754
O: -5.36002 -2.03620 -7.14342
C: 0.61581 0.06313 7.52491
C: -4.18175 2.41419 4.89670
C: 2.83764 -0.67523 8.15971
C: -1.27856 0.66272 2.98722
C: 4.17826 -1.00058 -4.59163
C: -2.27674 -2.68930 -2.66362
C: -2.07417 -0.62823 2.79229
C: -3.89487 2.68477 3.42048
C: 2.98423 -0.23154 -5.16108
C: 0.92642 2.64629 7.91405
C: -2.84341 -1.29472 -2.39880
C: -1.84167 1.94927 2.35588
C: 0.51614 -2.48388 -0.09158
C: 0.07924 -3.20709 -2.58412
C: 0.83465 -2.31557 -1.57928
C: 0.19060 1.34940 8.25772
C: 3.41361 -0.41176 9.54969
C: 4.57745 2.63914 -5.73624
C: 2.83922 1.25230 -4.77265
C: 5.23475 2.30021 -7.07259
H: 0.73103 -3.50180 0.24411
H: 0.03789 -1.01609 -6.51655
H: -0.29965 -0.51076 7.40862
H: -2.17445 -0.86804 1.73121
H: 0.81272 2.88546 6.85296
H: 0.79343 -3.39381 -3.38323
H: -4.96453 1.26939 -7.23130
H: 1.76678 1.42210 -4.71153
H: -3.83142 3.24573 5.51116
H: 4.15277 -1.00035 -3.49817
H: -0.15215 -4.18599 -2.17122
H: 4.70552 2.79036 -7.89179
H: -2.37967 1.74703 1.43161
H: -2.96211 -0.74945 -3.33735
H: 0.95937 0.26449 6.51205
H: 3.19253 -1.24686 10.21680
H: 3.22296 1.45066 -3.77385
H: -0.96615 2.52372 2.06422

Computed properties:
**Electronic energy**: -8200.3480 a.u.
**2S+1**: 1
**Frontier orbital gap**: 7.69 eV


4.
Below is C20H18BrNO6S in the gas phase, with properties calculated with ωB97M-V with the def2-TZVPD basis set.

Cartesian coordinates (Å):
Br: -1.67829 -3.64850 1.01954
S: -3.21431 -0.75735 -1.70026
O: 5.44467 0.95042 0.41725
O: -3.18620 2.37634 -0.32181
O: -3.74500 2.67242 3.03529
O: -0.25155 -0.14482 -3.34446
O: -1.11988 1.58736 -0.72123
O: 5.42671 -0.89188 1.69511
N: -0.00176 -1.58940 -1.58751
C: 1.81225 -2.07061 -0.10992
C: -1.11618 -0.92237 1.59824
C: 3.04165 0.33035 -0.75178
C: -2.78645 0.76717 1.95926
C: -2.76962 3.03139 0.87110
C: -2.12895 -1.85818 1.47927
C: 3.63129 -0.52539 0.17587
C: 3.00417 -1.73051 0.49066
C: 6.67568 1.32002 1.01706
C: 1.22395 -1.20864 -1.03861
C: -2.94014 0.98803 -2.18298
C: -2.05497 -1.60998 -2.83099
C: -0.66337 -1.03301 -2.63227
C: 1.84733 -0.00459 -1.35663
C: -3.45894 -1.52079 1.65182
C: 4.90840 -0.20328 0.84893
C: -1.45114 0.39780 1.82620
C: -3.16439 2.20031 2.09629
C: -3.78349 -0.20144 1.90782
C: -2.28091 1.67473 -1.01664
H: 1.38664 0.66151 -2.06547
H: -2.39210 -1.44306 -3.85364
H: -1.67965 3.16001 0.85531
H: -0.08089 -1.20746 1.49262
H: 6.99231 2.23552 0.52390
H: -0.66647 1.13410 1.89783
H: 6.54146 1.48784 2.08797
H: -3.26827 4.00237 0.90064
H: -2.28285 0.99397 -3.05057
H: 1.33093 -3.00835 0.13171
H: -0.43450 -2.38677 -1.13764
H: -4.81538 0.08748 2.03372
H: 3.52396 1.26412 -0.99260
H: -2.12446 -2.66539 -2.57563
H: -3.90885 1.43220 -2.40048
H: 7.41814 0.53132 0.87787
H: -4.23122 -2.26932 1.56937
H: 3.47067 -2.38574 1.21044

Computed properties:
**SMILES string**: COC(=O)c1ccc(NC(=O)CSCC(=O)OCC(=O)c2ccc(Br)cc2)cc1
**Energy above the lowest of the compared OMol25 structures with the same formula, charge and spin**: 6.4 kcal/mol
**Electronic energy**: -4251.3857 a.u.
**2S+1**: 1
**Frontier orbital gap**: 9.09 eV